[1]
{"formula": "C34H39CdN5O3P2S", "method": "the ωB97M-V functional and the def2-TZVPD basis", "e_above_lowest_kcal_mol": 65.3, "orbital_gap_ev": 6.32, "homo_ev": -8.363, "e_lumo_ev": -2.043, "species": ["Cd", "C", "C", "C", "C", "C", "C", "C", "C", "C", "H", "H", "H", "H", "H", "H", "H", "H", "H", "H", "H", "H", "H", "H", "H", "P", "P", "N", "N", "N", "N", "C", "C", "C", "C", "C", "C", "C", "C", "C", "C", "C", "C", "C", "C", "C", "C", "C", "C", "H", "H", "H", "H", "H", "H", "H", "H", "H", "H", "H", "H", "H", "H", "H", "H", "H", "H", "H", "H", "O", "S", "O", "N", "C", "O", "C", "C", "C", "C", "C", "C", "H", "H", "H", "H"], "coordinates": [[0.4723, 2.1234, 2.1783], [1.7634, -3.5128, 3.1318], [2.1677, -3.1048, 1.9223], [1.4572, -3.3412, 0.6102], [0.2328, -2.3531, 0.5154], [-0.9748, -2.9401, 1.1832], [-1.1555, -4.1790, 1.6669], [-0.2658, -5.1210, 2.4159], [0.6841, -4.4743, 3.5096], [-1.5129, 2.5713, 2.9095], [2.2667, -3.0846, 4.0059], [3.0669, -2.4739, 1.8038], [1.1247, -4.3814, 0.4271], [2.1521, -3.0983, -0.2185], [0.5246, -1.3826, 0.9635], [-0.0192, -2.1376, -0.5430], [-1.7770, -2.1948, 1.3068], [-2.1945, -4.5487, 1.5538], [0.3616, -5.7441, 1.7478], [-0.9529, -5.7863, 2.9843], [-0.0038, -3.9334, 4.2066], [1.1389, -5.3085, 4.1021], [-1.5496, 2.6660, 4.0040], [-2.3918, 1.9943, 2.5510], [-1.6151, 3.6048, 2.5178], [-2.3840, 0.9501, -2.1125], [1.2685, 1.9937, -2.9466], [-3.2522, -0.5994, -2.2713], [-3.8205, 1.8869, -2.8592], [1.9188, 0.3611, -3.2009], [2.3853, 2.7032, -4.2582], [-1.3798, 0.7961, -3.6869], [-0.2787, 1.8318, -3.9866], [-3.9527, -1.1672, -1.1871], [-4.9036, -2.0610, -1.6677], [-4.8119, -2.0444, -3.0977], [-3.7840, -1.1657, -3.4372], [-4.0425, 3.2145, -2.4579], [-4.8192, 3.8676, -3.4088], [-5.1261, 2.8967, -4.4125], [-4.5143, 1.7003, -4.0557], [2.6957, -0.3449, -2.2602], [2.6851, -1.6969, -2.5981], [1.8816, -1.8227, -3.7785], [1.5073, -0.5482, -4.1793], [2.8732, 2.1419, -5.4443], [3.9379, 2.9175, -5.9108], [4.0925, 4.0206, -5.0101], [3.1156, 3.8821, -4.0251], [-2.1029, 0.8318, -4.5184], [-0.9923, -0.2301, -3.6781], [0.0254, 1.6883, -5.0323], [-0.7129, 2.8436, -3.9207], [-3.6762, -0.8933, -0.1827], [-5.5731, -2.6663, -1.0738], [-5.4305, -2.5966, -3.7930], [-3.3782, -0.9356, -4.4157], [-3.6351, 3.5574, -1.5177], [-5.1035, 4.9154, -3.3954], [-5.7126, 3.0626, -5.2959], [-4.5724, 0.7389, -4.5505], [3.1855, 0.2007, -1.4611], [3.2065, -2.4878, -2.0688], [1.5651, -2.7382, -4.2431], [1.0234, -0.2027, -5.0889], [2.4250, 1.2665, -5.8961], [4.5435, 2.7147, -6.7797], [4.8271, 4.8117, -5.0763], [2.8581, 4.5175, -3.1867], [0.8133, -0.7040, 4.2516], [0.5120, 0.4896, 5.0039], [-0.8754, 0.7280, 5.3139], [1.2308, 1.8168, 4.2863], [1.8960, 2.6950, 5.1346], [2.2866, 3.8094, 4.7897], [2.1224, 1.9889, 6.4336], [2.9540, 2.3695, 7.5010], [3.3452, 1.3780, 8.4156], [2.8994, 0.0481, 8.2737], [1.9806, -0.2956, 7.2715], [1.5671, 0.7162, 6.4146], [3.2806, 3.4153, 7.5854], [4.0131, 1.6277, 9.2454], [3.2818, -0.7350, 8.9283], [1.6308, -1.3193, 7.1231]], "forces_ev_per_a": [[-0.3, -0.2, 1.6], [0.6, 0.3, -0.5], [0.1, -0.3, 0.1], [-0.1, 0.6, -0.8], [1.2, -0.6, 0.6], [0.1, 0.7, 0.1], [-1.2, 0.4, -0.2], [1.3, -0.5, 0.2], [-1.5, -0.2, 0.1], [-1.5, 1.3, -1.0], [0.1, -0.3, -0.3], [-0.6, -0.1, 0.5], [0.1, 0.6, 0.2], [-0.3, -0.2, 0.5], [-0.1, -0.3, -0.1], [0.0, -0.2, 0.4], [-0.4, -0.8, -1.0], [0.3, 0.6, 1.0], [-0.4, 0.0, 0.4], [0.6, 0.2, -0.5], [0.5, -0.4, -0.3], [-0.3, 0.6, -0.4], [0.7, -0.5, -0.4], [0.8, 0.2, 0.1], [-0.2, -0.5, 0.1], [-2.8, -0.4, -2.2], [1.9, -1.0, -2.8], [-0.1, -0.5, 0.4], [0.8, 0.7, 0.8], [0.0, -0.4, 0.5], [-0.4, 0.9, 0.6], [-0.2, -0.3, 0.2], [-0.2, 0.4, 0.1], [-0.3, -0.3, -1.0], [1.0, 1.0, 0.0], [1.2, 0.9, 0.2], [-0.6, -0.7, 0.5], [-0.1, -0.2, -0.9], [0.6, -0.8, 0.6], [0.8, -0.5, 0.7], [0.0, 0.9, 0.0], [-0.7, -0.6, -0.7], [-0.3, 1.4, 0.1], [0.2, 1.1, -0.1], [0.0, -0.7, 0.9], [0.6, 0.7, 0.1], [-1.1, -0.3, 1.0], [-1.1, -0.5, 0.6], [0.4, -0.7, -0.7], [0.3, 0.1, 0.3], [0.2, 0.2, 0.1], [0.0, 0.2, 0.3], [0.1, -0.2, -0.2], [-0.1, 0.0, 0.0], [0.1, 0.1, 0.0], [0.2, 0.0, 0.1], [-0.1, -0.1, 0.3], [0.0, 0.1, -0.1], [0.0, -0.3, 0.1], [-0.2, -0.1, -0.1], [0.1, 0.4, 0.2], [-0.2, -0.2, -0.1], [-0.2, 0.2, -0.2], [0.3, -0.1, -0.3], [-0.1, -0.3, 0.5], [0.2, 0.1, 0.3], [-0.1, 0.0, 0.0], [-0.2, -0.1, 0.0], [0.2, -0.2, -0.1], [0.1, 0.3, 0.1], [1.2, 1.4, -0.1], [0.5, -0.1, 0.2], [-0.3, 0.0, -0.7], [-0.6, 0.2, -1.1], [-0.3, -1.3, 0.6], [0.4, 0.0, 0.9], [-0.3, -0.2, -0.3], [-0.3, -0.1, -0.1], [0.0, 0.3, -0.3], [0.0, 0.4, 0.3], [0.4, -1.0, 0.5], [0.0, -0.6, -0.1], [-0.2, -0.1, -0.4], [-0.1, 0.3, -0.1], [0.1, 0.3, 0.2]], "mulliken_charge": [0.8175, -0.5551, -0.1420, -0.0798, 0.3388, -0.3270, -0.5528, -0.9551, -0.5081, -1.2388, 0.2686, 0.3388, 0.4033, -0.4748, 0.1118, 0.1278, 0.2619, 0.3671, 0.3128, 0.4000, 0.2722, 0.4058, 0.3809, 0.3045, 0.3619, 0.1199, -0.1181, 0.5578, 0.2242, 0.5015, 0.2368, -0.6174, -1.1446, -0.7514, -0.6309, -0.8466, -0.3340, -0.4619, -0.6224, -0.6440, -0.1551, -0.6500, -0.6842, -0.9390, -0.2580, -0.1104, -0.5774, -0.5799, -0.4111, 0.3324, 0.5591, 0.4548, 0.5584, 0.4942, 0.4192, 0.4226, 0.6632, 0.4134, 0.4094, 0.4506, 0.2934, 0.4592, 0.6443, 0.4214, 0.4478, 0.2338, 0.4282, 0.4021, 0.3706, -0.3791, 0.9160, -0.6364, -0.1275, 0.1979, -0.6870, 0.3011, -0.6693, -0.3339, -0.5539, -0.5238, 0.3432, 0.3999, 0.3672, 0.3701, 0.3935]}

[2]
{"formula": "C34H39F3N3ORuSSe", "method": "the ωB97M-V functional and the def2-TZVPD basis", "e_above_lowest_kcal_mol": 3.1, "multiplicity": 6, "orbital_gap_ev": [4.86, 6.81], "homo_ev": [-5.021, -8.044], "s_squared": 8.794, "e_lumo_ev": [-0.164, -1.235], "species": ["Ru", "F", "C", "F", "F", "C", "C", "C", "C", "N", "C", "S", "H", "H", "H", "C", "C", "C", "C", "C", "C", "C", "N", "C", "C", "C", "C", "C", "C", "C", "N", "C", "C", "C", "C", "H", "H", "H", "H", "H", "H", "H", "H", "H", "H", "H", "H", "H", "H", "H", "H", "H", "H", "H", "H", "H", "H", "H", "H", "C", "C", "C", "C", "C", "C", "C", "O", "C", "C", "C", "H", "H", "H", "H", "H", "H", "H", "H", "H", "H", "H", "H", "Se"], "coordinates": [[0.0601, -1.2022, 1.3307], [-5.0618, -0.6913, 5.1506], [-4.2873, -0.3475, 4.1012], [-5.0733, -0.3724, 3.0169], [-3.9117, 0.9244, 4.3006], [-3.1060, -1.2725, 3.9712], [-2.9326, -2.2987, 4.8643], [-1.8328, -3.1588, 4.7648], [-0.9353, -2.9274, 3.7580], [-1.1045, -1.9298, 2.8767], [-2.1677, -1.0879, 2.9248], [-2.1852, 0.1074, 1.6987], [-3.6560, -2.4380, 5.6560], [-1.6838, -3.9705, 5.4602], [-0.0450, -3.5265, 3.6175], [3.4697, 1.4126, -4.2856], [1.9676, 1.6424, -4.0676], [1.7036, 3.1452, -3.8969], [1.2196, 1.1550, -5.3067], [1.5246, 0.9194, -2.8032], [2.1636, 1.2345, -1.5611], [1.7585, 0.5956, -0.4307], [0.7567, -0.3052, -0.3966], [0.1321, -0.6685, -1.5790], [0.5431, -0.0230, -2.7809], [-0.8685, -1.6710, -1.5172], [-1.5793, -2.1510, -2.6523], [-2.5251, -3.1308, -2.5351], [-2.7795, -3.6508, -1.2394], [-2.0746, -3.1519, -0.1776], [-1.1442, -2.2008, -0.2877], [-3.3105, -3.6737, -3.7238], [-2.9149, -3.0038, -5.0381], [-3.0514, -5.1814, -3.8479], [-4.8075, -3.4321, -3.4853], [3.7951, 1.9106, -5.2016], [3.6900, 0.3476, -4.3777], [4.0647, 1.8083, -3.4622], [2.0299, 3.6891, -4.7862], [2.2413, 3.5508, -3.0389], [0.6392, 3.3364, -3.7484], [1.5826, 1.6919, -6.1848], [0.1458, 1.3361, -5.2282], [1.3776, 0.0886, -5.4792], [2.9661, 1.9545, -1.4976], [2.2462, 0.7922, 0.5184], [0.0482, -0.3028, -3.6976], [-1.3592, -1.7283, -3.6194], [-3.5158, -4.4230, -1.0711], [-2.2576, -3.5170, 0.8277], [-1.8606, -3.1643, -5.2718], [-3.1039, -1.9287, -5.0158], [-3.5038, -3.4273, -5.8535], [-1.9890, -5.3812, -3.9993], [-3.6017, -5.5873, -4.6995], [-3.3705, -5.7193, -2.9549], [-5.0160, -2.3664, -3.3757], [-5.1581, -3.9364, -2.5845], [-5.3872, -3.8107, -4.3300], [4.8752, 5.2242, 4.5571], [3.8305, 4.2618, 4.0663], [3.7725, 2.9611, 4.5512], [2.8150, 2.0560, 4.1183], [2.8337, 0.6656, 4.6910], [1.8708, 2.4878, 3.1632], [0.7885, 1.6028, 2.7274], [0.6753, 0.4252, 3.0368], [1.9330, 3.7923, 2.6334], [1.0091, 4.3210, 1.5599], [2.9115, 4.6558, 3.1030], [5.5197, 4.7647, 5.3045], [4.4096, 6.1047, 5.0025], [5.5016, 5.5699, 3.7332], [4.4981, 2.6392, 5.2893], [3.6644, 0.5714, 5.3891], [2.9340, -0.0889, 3.9109], [1.9047, 0.4364, 5.2141], [0.0115, 2.0351, 2.0821], [0.5338, 3.5546, 0.9556], [1.5801, 4.9528, 0.8793], [0.2240, 4.9412, 1.9968], [2.9656, 5.6596, 2.6951], [1.9738, -2.4766, 1.5922]], "forces_ev_per_a": [[-0.1, -0.3, -0.1], [0.0, 0.0, 0.0], [0.0, 0.0, 0.0], [0.0, 0.0, 0.0], [0.0, 0.0, 0.0], [-0.1, 0.1, -0.1], [0.0, -0.1, 0.1], [-0.1, 0.1, 0.0], [0.0, 0.1, -0.1], [0.0, -0.1, 0.1], [0.0, 0.0, 0.2], [0.2, -0.1, -0.1], [0.0, 0.0, 0.0], [0.0, 0.0, 0.0], [0.0, 0.0, 0.0], [0.0, 0.0, 0.0], [0.0, 0.0, 0.0], [0.0, 0.0, 0.0], [0.0, 0.0, 0.0], [0.1, 0.1, 0.0], [0.0, 0.0, -0.1], [0.0, -0.1, 0.1], [0.0, 0.0, 0.0], [0.1, 0.1, 0.0], [0.0, -0.1, 0.0], [0.0, 0.0, 0.0], [0.0, 0.0, 0.0], [0.0, 0.0, 0.0], [0.0, 0.0, 0.0], [0.0, 0.1, 0.1], [0.1, -0.1, -0.2], [0.0, 0.0, 0.0], [0.0, 0.0, 0.0], [0.0, 0.0, 0.0], [0.0, 0.0, 0.0], [0.0, 0.0, 0.0], [0.0, 0.0, 0.0], [0.0, 0.0, 0.0], [0.0, 0.0, 0.0], [0.0, 0.0, 0.0], [0.0, 0.0, 0.0], [0.0, 0.0, 0.0], [0.0, 0.0, 0.0], [0.0, 0.0, 0.0], [0.0, 0.0, 0.0], [0.0, 0.0, 0.0], [0.0, 0.0, 0.0], [0.0, 0.0, 0.0], [0.0, 0.0, 0.0], [0.0, 0.0, 0.0], [0.0, 0.0, 0.0], [0.0, 0.0, 0.0], [0.0, 0.0, 0.0], [0.0, 0.0, 0.0], [0.0, 0.0, 0.0], [0.0, 0.0, 0.0], [0.0, 0.0, 0.0], [0.0, 0.0, 0.0], [0.0, 0.0, 0.0], [0.0, 0.0, 0.0], [0.0, 0.0, 0.0], [0.0, 0.0, 0.0], [0.1, 0.0, 0.0], [0.0, 0.0, 0.0], [-0.2, -0.1, 0.0], [-0.1, 0.1, 0.0], [0.3, 0.1, 0.1], [0.1, 0.1, 0.0], [0.0, 0.0, 0.0], [0.0, 0.0, 0.0], [0.0, 0.0, 0.0], [0.0, 0.0, 0.0], [0.0, 0.0, 0.0], [0.0, 0.0, 0.0], [0.0, 0.0, 0.0], [0.0, 0.0, 0.0], [0.0, 0.0, 0.0], [0.0, 0.0, 0.0], [0.0, 0.0, 0.0], [0.0, 0.0, 0.0], [0.0, 0.0, 0.0], [0.0, 0.0, 0.0], [-0.4, 0.3, 0.0]], "mulliken_charge": [0.6874, -0.3187, 0.5454, -0.2255, -0.2224, -0.1681, -0.0391, -0.9230, -0.7077, 0.2171, 0.7695, -0.4086, 0.5203, 0.4205, 0.4141, -1.6460, 2.0945, -1.5951, -2.1616, 0.8697, -1.3061, -0.8402, -0.0029, -0.8194, -0.1787, -0.1603, 0.0612, 0.6549, -0.9072, -0.9031, 0.1229, 2.0914, -2.1041, -1.6480, -1.6214, 0.4603, 0.3771, 0.3171, 0.4513, 0.3104, 0.3615, 0.4287, 0.3957, 0.4118, 0.4654, 0.6745, 0.3466, 0.3554, 0.4245, 0.4482, 0.4071, 0.4049, 0.4195, 0.3751, 0.4549, 0.3264, 0.3660, 0.3136, 0.4525, -1.5010, 0.6930, -0.9060, 0.4491, -1.2214, 0.8762, -0.3148, -0.3233, 1.0753, -1.9361, -0.6814, 0.3492, 0.3372, 0.3378, 0.2584, 0.4074, 0.1612, 0.2517, 0.1877, 0.3483, 0.4322, 0.3387, 0.4515, -0.3813]}